Entry 1:
77
Properties=species:S:1:pos:R:3:lowdin_charge:R:1 method="wB97M-V/def2-TZVPD" multiplicity=1 charge=+3 homo_energy_ev=-15.69
H -3.188 1.025 -3.603 0.114
N 0.906 1.087 -5.543 -0.056
C -2.466 -0.161 -0.680 0.061
N 1.243 0.699 -8.256 0.085
H 2.733 -5.430 2.748 0.146
C -1.491 -0.295 0.283 -0.033
H 0.628 4.320 3.801 0.107
H -1.087 1.651 -5.965 0.121
H -1.450 2.119 4.247 0.100
H 0.115 2.749 -6.567 0.143
H 1.277 0.874 -9.262 0.191
O -1.181 -0.117 2.656 -0.210
C -0.898 2.986 4.605 -0.206
S 1.609 2.205 4.034 1.102
C 0.644 0.784 -4.212 -0.108
H 0.023 3.182 2.582 0.102
H 1.061 -5.592 2.368 0.134
O 1.516 1.016 3.024 -0.666
H 3.233 1.363 -7.990 0.150
H -3.502 -0.282 -0.389 0.165
C 1.688 -3.678 2.530 -0.705
C 0.234 3.314 3.643 -0.289
F 2.958 0.808 -3.607 0.080
H 2.816 0.286 -5.919 0.138
H -4.124 -1.757 -2.685 0.088
C -0.651 0.583 -3.744 0.069
C -0.212 2.692 5.936 -0.201
H -2.991 -1.496 -4.016 0.080
C 2.256 1.556 -7.552 -0.078
C -0.138 -0.151 -0.090 -0.261
C 0.919 1.708 5.631 -0.290
H 0.439 -3.726 5.725 0.073
Pt 0.634 -0.848 2.686 1.358
C -0.592 -1.899 5.184 -0.522
C -1.390 -0.795 5.842 -0.047
H 0.194 3.613 6.359 0.127
H 3.040 -1.133 1.949 0.145
C -1.991 -0.542 1.676 -0.566
H -1.593 3.821 4.680 0.131
H 1.723 1.695 6.364 0.106
H 2.262 0.257 -1.261 0.141
H -4.656 -0.908 -4.133 0.093
H 0.463 -2.475 6.980 0.093
H -0.843 -0.368 6.683 0.087
H -1.220 -2.390 4.434 0.103
H 0.561 0.691 5.471 0.049
H -0.633 -0.033 -7.620 0.141
H 1.492 -0.283 -8.130 0.188
H 2.843 2.010 -5.574 0.142
O -3.084 -0.984 1.885 0.154
C 2.275 1.221 -6.067 -0.114
H -0.889 2.267 6.674 0.125
C 1.428 0.336 -1.943 0.092
S 0.163 -3.027 2.102 0.883
H -4.215 0.701 -2.240 0.135
H -1.472 0.617 -4.438 0.095
C -3.815 -1.051 -3.456 -0.045
N 2.724 -2.900 2.858 0.012
H 3.027 -1.077 3.617 0.146
N 2.599 -1.502 2.795 -0.039
H 1.988 2.590 -7.758 0.142
H 3.603 -3.276 3.186 0.186
C -0.166 0.942 -7.733 -0.052
C -3.415 0.280 -2.846 -0.160
N 1.853 -4.987 2.525 0.171
O 0.636 -1.457 4.555 -0.393
N -2.238 0.146 -1.955 0.000
C -0.931 0.306 -2.398 -0.100
C -0.145 -2.937 6.201 -0.036
H -2.319 -1.211 6.232 0.105
C -0.098 1.688 -6.407 -0.125
H -0.709 1.513 -8.483 0.145
H -1.655 -0.020 5.129 0.060
C 1.674 0.636 -3.244 -0.175
H -1.016 -3.392 6.672 0.099
O 0.869 -0.319 0.691 -0.174
C 0.116 0.163 -1.475 -0.051

---

Entry 2:
53
Properties=species:S:1:pos:R:3:nbo_charge:R:1 method="wB97M-V/def2-TZVPD" multiplicity=7 charge=0 homo_energy_ev="-6.23 / -8.56" s_squared=12.038
C -0.018 -3.078 -2.548 -0.384
H 2.156 1.928 -4.107 0.231
H -5.293 -0.781 0.679 0.450
S -0.840 -5.478 -5.928 0.012
O -1.837 -2.174 1.092 -0.662
C 2.541 -1.135 1.622 0.917
C -3.815 0.511 0.369 0.609
H -2.222 1.923 -1.649 0.370
C 0.849 0.875 -2.648 -0.026
H 2.512 -2.869 2.704 0.400
B 0.928 3.054 0.313 0.194
N 0.753 2.166 1.587 -0.283
C 0.882 1.427 3.677 -0.363
C -0.219 0.879 3.022 -0.041
H 2.317 2.898 2.767 0.225
N 1.945 -2.148 2.287 -0.466
N -2.835 -0.262 0.732 -0.508
N -3.467 1.760 -0.080 -0.447
H -0.077 3.721 0.173 -0.074
S -2.000 -3.275 -4.322 0.498
S -2.094 -1.319 -2.119 -0.027
H 2.482 3.595 -1.940 0.223
C 1.902 2.693 -2.046 -0.007
H -5.784 0.705 -0.107 0.389
C -0.762 -4.431 -4.682 -0.589
H 1.195 1.275 4.694 0.233
H 5.521 0.029 1.604 0.202
H 1.895 3.749 0.495 -0.044
H 0.456 -3.144 1.386 0.401
C -1.278 -2.533 -2.920 -0.407
N -0.296 1.332 1.767 -0.367
S 0.558 -4.362 -3.564 0.502
H -1.700 2.697 -0.259 0.399
O 3.839 -1.054 1.871 -0.492
Eu -0.461 -0.514 0.174 1.508
H 0.442 0.006 -3.142 0.221
N 0.530 1.119 -1.375 -0.388
O 1.942 -0.362 0.888 -0.657
S 0.931 -2.580 -1.255 -0.120
H -0.983 0.205 3.384 0.225
H -4.202 2.380 -0.381 0.372
H 4.553 -0.194 0.117 0.201
H 4.009 0.958 1.358 0.205
N -5.124 0.199 0.455 -0.809
N -3.033 -1.633 0.840 0.450
C 1.720 1.850 -3.128 -0.351
H 0.037 -2.453 2.835 0.397
N 0.595 -2.343 1.998 -0.630
O -4.133 -2.208 1.051 -0.528
C 1.462 2.244 2.719 0.004
N 1.188 2.240 -1.008 -0.283
C 4.521 0.015 1.185 -0.257
N -2.189 1.895 -0.636 -0.630

---

The records above give, respectively, DFT total energy values of -72293.7074; -111512.9104 eV.
The records above give, respectively, relative energy (zero: lowest compared OMol25 entry of this formula, charge and spin) values of 33.0; 141.6 kJ/mol.